Density functional theory data (ωB97M-V/def2-TZVPD) for a molecular structure, CH2N2O3 at a distorted geometry.

Properties
frontier orbital gap (spin up / spin down)	9.867 / 9.866	eV
charge	0
E	-374.313418	hartree
E_HOMO (spin up / spin down)	-10.55 / -10.54	eV

Geometry as XYZ:
```
8
Properties=species:S:1:pos:R:3:lowdin_charge:R:1
C 1.22 -0.28 -0.29 -0.461
N 1.30 0.94 0.34 0.168
N 0.11 0.22 -1.18 0.066
O 1.88 -1.26 -0.22 0.167
O 0.19 1.36 -0.48 -0.045
O -1.34 -0.57 -0.51 -0.123
H 1.25 1.02 1.29 0.118
H -1.67 -1.15 -1.32 0.110
```


Density functional theory data (ωB97M-V/def2-TZVPD) for a molecular structure, C25H22AsClN3O8SW at a distorted geometry.

Properties
frontier orbital gap (spin up / spin down)	6.436 / 7.222	eV
⟨S²⟩	2.016
charge	+1
E	-4893.143763	hartree
spin multiplicity	3
E_HOMO (spin up / spin down)	-10.17 / -10.90	eV

Geometry as XYZ:
```
62
Properties=species:S:1:pos:R:3:lowdin_spin:R:1
W -0.51 -0.77 -0.85 0.781
Cl -4.38 3.25 3.93 0.002
C -3.40 2.11 3.06 0.006
C -3.50 0.75 3.34 0.002
C -2.74 -0.18 2.66 0.005
C -1.86 0.25 1.66 0.007
O -1.14 -0.64 1.01 0.054
C -1.76 1.62 1.38 0.008
C -0.89 2.08 0.34 0.006
N -0.15 1.31 -0.35 -0.004
C 0.66 1.79 -1.42 0.002
C 0.51 2.91 -2.16 -0.001
C 1.42 3.19 -3.21 0.001
C 2.46 2.37 -3.47 -0.001
C 2.63 1.18 -2.71 0.002
C 3.67 0.25 -2.90 0.003
C 3.70 -0.88 -2.13 0.001
C 2.68 -1.11 -1.20 0.003
N 1.71 -0.26 -0.98 0.005
C 1.70 0.88 -1.72 0.003
C -2.54 2.55 2.09 -0.001
H -4.20 0.42 4.10 0.000
H -2.82 -1.23 2.86 0.000
H -0.84 3.15 0.15 0.000
H -0.31 3.59 -1.97 0.000
H 1.27 4.09 -3.81 0.000
H 3.17 2.60 -4.26 0.000
H 4.42 0.43 -3.66 0.000
H 4.49 -1.61 -2.25 0.000
H 2.65 -2.03 -0.64 0.000
H -2.46 3.61 1.87 0.000
O 0.95 -1.35 -4.25 0.035
As -0.50 -1.81 -3.35 0.086
O 0.32 -2.25 -1.86 0.018
O -0.78 -0.18 -2.66 0.094
C -3.34 -1.52 -3.76 0.630
C -3.86 -1.42 -5.02 0.074
C -5.16 -0.91 -5.12 0.031
C -5.87 -0.54 -3.99 -0.020
C -5.32 -0.67 -2.73 0.029
C -4.02 -1.17 -2.62 0.083
S -3.25 -1.15 -1.05 0.015
O -4.23 -1.39 -0.06 0.000
O -2.08 -2.13 -1.06 0.014
O -2.50 0.15 -0.94 -0.005
H 0.86 -1.54 -5.19 0.001
H -3.31 -1.71 -5.90 0.010
H -5.61 -0.81 -6.10 0.005
H -6.88 -0.15 -4.09 -0.001
H -5.86 -0.40 -1.83 0.006
C 2.09 -1.06 2.38 0.000
N 2.06 -2.50 2.14 0.001
C 2.93 -3.35 2.95 0.000
C 1.20 -3.05 1.29 0.001
O 0.41 -2.45 0.56 0.009
H 1.73 -0.83 3.38 0.000
H 1.46 -0.56 1.65 0.000
H 3.12 -0.69 2.29 0.000
H 3.69 -2.73 3.42 0.000
H 3.44 -4.09 2.32 0.000
H 2.38 -3.87 3.73 0.000
H 1.23 -4.14 1.27 0.000
```


Density functional theory data (ωB97M-V/def2-TZVPD) for 3 unconnected molecules or ions with the total composition C4H12NO4S at a distorted geometry.

Properties
frontier orbital gap	8.096	eV
charge	-1
E	-913.586781	hartree
E_HOMO	-4.84	eV

Geometry as XYZ:
```
22
Properties=species:S:1:pos:R:3:lowdin_charge:R:1
C 1.12 0.01 -1.19 -0.141
N 0.59 -0.69 -0.03 -0.099
C -0.30 0.13 0.81 -0.339
C -0.55 -0.69 2.07 -0.514
S -1.60 0.16 3.30 0.643
C -1.56 0.68 0.06 -0.676
O -1.69 0.29 -1.13 -0.062
O -2.30 1.50 0.66 -0.083
H 2.19 -0.23 -1.28 0.052
H 1.04 1.10 -1.15 0.085
H 0.59 -0.19 -2.13 0.075
H 0.20 -1.56 -0.35 0.106
H 0.30 0.98 1.03 0.128
H -1.02 -1.65 1.83 0.063
H 0.40 -0.86 2.58 0.056
H -2.30 0.93 2.44 -0.157
H 2.93 -1.78 -0.47 -0.017
H 3.09 -3.00 0.48 0.030
O 3.54 -2.47 -0.18 -0.071
H -1.60 2.26 -1.71 -0.004
H -1.59 2.22 -3.18 0.017
O -1.46 2.85 -2.47 -0.092
```


Density functional theory data (ωB97M-V/def2-TZVPD) for C4H6F3NS in the gas phase at a distorted geometry.

Properties
frontier orbital gap	8.539	eV
charge	0
E	-908.431773	hartree
E_HOMO	-7.98	eV

Geometry as XYZ:
```
15
Properties=species:S:1:pos:R:3:lowdin_charge:R:1
C 1.21 -1.41 0.05 -0.562
C 0.22 0.75 -0.10 -0.060
C -1.07 -1.21 -0.76 -0.019
C 4.33 -0.14 -0.02 -0.767
N 0.17 -0.69 -0.13 -0.287
F 3.58 0.92 0.27 0.025
F 4.91 0.03 -1.20 0.095
F 5.34 -0.22 0.89 0.064
S 2.78 -1.54 0.06 0.958
H 0.68 1.08 0.73 0.050
H 0.84 1.27 -0.92 0.137
H -0.78 1.11 -0.14 0.081
H -1.90 -1.15 0.00 0.110
H -1.17 -0.50 -1.54 0.063
H -0.90 -2.23 -1.21 0.111
```


Density functional theory data (ωB97M-V/def2-TZVPD) for C2H5ClN2 in the gas phase at a distorted geometry.

Properties
frontier orbital gap	11.130	eV
charge	0
E	-648.890147	hartree
E_HOMO	-10.26	eV

Geometry as XYZ:
```
10
Properties=species:S:1:pos:R:3:lowdin_charge:R:1
H -2.75 -0.50 -0.54 0.045
N -1.88 -0.96 -0.27 0.111
C -1.03 -0.04 0.04 -0.574
N -1.16 1.36 0.21 0.087
C 0.29 -0.69 0.44 -0.559
Cl 1.76 0.07 -0.18 0.565
H -1.89 1.64 -0.52 0.123
H -0.19 1.56 -0.10 0.041
H 0.34 -1.71 0.13 0.052
H 0.30 -0.51 1.57 0.110
```


Density functional theory data (ωB97M-V/def2-TZVPD) for C3H2N4 in the gas phase at a distorted geometry.

Properties
frontier orbital gap	11.084	eV
charge	0
E	-334.419199	hartree
E_HOMO	-10.36	eV

Geometry as XYZ:
```
9
Properties=species:S:1:pos:R:3:lowdin_charge:R:1
C -2.62 0.00 -0.05 0.135
C -1.46 -0.22 0.00 -0.069
C -0.04 -0.13 -0.06 -0.441
N 0.69 -1.24 -0.09 0.081
N 1.96 -0.80 0.04 0.039
N 1.86 0.46 -0.07 -0.076
N 0.63 1.02 -0.05 0.159
H -3.63 -0.17 0.14 0.026
H 2.59 1.10 0.14 0.144
```


The calculation returns the following energy above the lowest of the compared OMol25 structures with the same formula, charge and spin values, one per record and in order: 104.0 8.8 11.8 78.1 8.6 66.5 kcal per mole.